{"formula": "C49H133N7O14", "method": "the ωB97M-V functional and the def2-TZVPD basis", "symbols": ["C", "C", "C", "O", "H", "H", "H", "H", "H", "H", "H", "H", "C", "C", "C", "O", "H", "H", "H", "H", "H", "H", "H", "H", "C", "C", "C", "O", "H", "H", "H", "H", "H", "H", "H", "H", "C", "C", "C", "O", "H", "H", "H", "H", "H", "H", "H", "H", "C", "C", "C", "O", "H", "H", "H", "H", "H", "H", "H", "H", "C", "C", "C", "O", "H", "H", "H", "H", "H", "H", "H", "H", "C", "C", "C", "O", "H", "H", "H", "H", "H", "H", "H", "H", "C", "C", "C", "O", "C", "N", "H", "H", "H", "H", "H", "H", "H", "H", "H", "H", "H", "C", "C", "C", "O", "C", "N", "H", "H", "H", "H", "H", "H", "H", "H", "H", "H", "H", "C", "C", "C", "O", "C", "N", "H", "H", "H", "H", "H", "H", "H", "H", "H", "H", "H", "C", "C", "C", "O", "C", "N", "H", "H", "H", "H", "H", "H", "H", "H", "H", "H", "H", "C", "C", "C", "O", "C", "N", "H", "H", "H", "H", "H", "H", "H", "H", "H", "H", "H", "C", "C", "C", "O", "C", "N", "H", "H", "H", "H", "H", "H", "H", "H", "H", "H", "H", "C", "C", "C", "O", "C", "N", "H", "H", "H", "H", "H", "H", "H", "H", "H", "H", "H"], "positions_angstrom": [[-6.097, -4.973, 17.927], [-5.108, -5.768, 18.815], [-5.447, -5.607, 20.255], [-5.196, -7.162, 18.407], [-7.155, -5.303, 18.035], [-5.786, -5.038, 16.865], [-6.085, -3.913, 18.159], [-4.065, -5.492, 18.635], [-5.190, -4.613, 20.604], [-4.833, -6.299, 20.812], [-6.509, -5.728, 20.462], [-6.026, -7.620, 18.655], [-12.811, -7.490, 21.441], [-11.459, -6.976, 21.854], [-11.583, -5.546, 22.285], [-10.901, -7.703, 22.926], [-13.514, -7.294, 22.247], [-12.775, -8.581, 21.346], [-13.198, -7.065, 20.533], [-10.738, -7.052, 21.031], [-10.606, -5.102, 22.331], [-12.092, -5.590, 23.264], [-12.072, -4.851, 21.627], [-11.012, -8.675, 22.855], [-11.244, -11.256, 24.560], [-11.025, -11.615, 23.130], [-12.174, -12.399, 22.614], [-10.690, -10.395, 22.301], [-11.371, -12.139, 25.226], [-12.163, -10.695, 24.581], [-10.350, -10.663, 24.842], [-10.089, -12.212, 23.122], [-12.340, -13.304, 23.203], [-11.982, -12.667, 21.591], [-13.094, -11.855, 22.585], [-10.420, -10.689, 21.439], [-5.305, -14.428, 20.122], [-6.368, -15.141, 20.908], [-7.125, -16.217, 20.118], [-5.703, -15.801, 21.995], [-4.521, -15.112, 19.727], [-4.833, -13.714, 20.757], [-5.723, -13.858, 19.278], [-7.137, -14.441, 21.267], [-7.671, -16.869, 20.794], [-6.373, -16.811, 19.590], [-7.787, -15.782, 19.334], [-6.334, -16.018, 22.721], [-2.526, -11.153, 19.082], [-3.628, -10.166, 19.149], [-4.283, -10.133, 20.552], [-3.219, -8.873, 18.728], [-2.074, -11.109, 18.102], [-2.903, -12.156, 19.246], [-1.771, -10.951, 19.888], [-4.387, -10.520, 18.446], [-5.024, -9.341, 20.566], [-3.496, -9.855, 21.253], [-4.784, -11.066, 20.821], [-3.962, -8.182, 18.778], [-8.845, -5.710, 24.886], [-7.816, -6.378, 23.990], [-7.116, -7.581, 24.648], [-8.361, -6.790, 22.734], [-9.743, -6.272, 24.950], [-9.089, -4.733, 24.437], [-8.438, -5.623, 25.868], [-7.037, -5.637, 23.652], [-6.624, -8.020, 23.785], [-7.792, -8.297, 25.110], [-6.330, -7.179, 25.277], [-9.292, -7.099, 22.831], [-10.266, -14.037, 17.574], [-11.570, -14.681, 17.557], [-11.960, -15.443, 18.835], [-12.649, -13.665, 17.349], [-9.432, -14.703, 17.835], [-10.456, -13.298, 18.310], [-10.049, -13.618, 16.587], [-11.661, -15.379, 16.732], [-11.845, -14.783, 19.696], [-11.453, -16.377, 19.006], [-13.031, -15.672, 18.743], [-13.475, -14.099, 17.594], [-9.715, -15.590, 22.404], [-9.114, -15.395, 23.829], [-10.130, -15.813, 24.863], [-11.362, -15.127, 24.628], [-12.356, -15.418, 25.597], [-7.873, -16.202, 23.965], [-8.944, -15.453, 21.667], [-10.528, -14.871, 22.191], [-10.109, -16.625, 22.341], [-8.760, -14.344, 24.028], [-9.670, -15.559, 25.834], [-10.302, -16.901, 24.836], [-12.707, -16.444, 25.509], [-13.176, -14.767, 25.307], [-11.936, -15.190, 26.585], [-7.553, -16.325, 24.903], [-7.986, -17.082, 23.506], [-4.213, -13.160, 16.218], [-5.667, -13.459, 16.126], [-5.900, -14.942, 16.431], [-7.287, -15.192, 16.439], [-7.541, -16.593, 16.412], [-6.385, -12.566, 17.074], [-4.086, -12.084, 15.969], [-3.585, -13.652, 15.484], [-3.883, -13.385, 17.228], [-6.006, -13.273, 15.060], [-5.420, -15.239, 17.379], [-5.508, -15.597, 15.611], [-8.572, -16.833, 16.376], [-7.147, -17.125, 17.292], [-7.131, -17.010, 15.471], [-6.079, -11.604, 16.920], [-7.367, -12.738, 16.896], [-3.551, -8.582, 15.314], [-5.038, -8.410, 15.420], [-5.662, -7.548, 14.348], [-7.052, -7.371, 14.660], [-7.738, -6.778, 13.546], [-5.750, -9.698, 15.525], [-3.020, -7.679, 15.027], [-3.291, -9.231, 14.499], [-3.173, -8.918, 16.272], [-5.256, -7.862, 16.323], [-5.631, -8.119, 13.384], [-5.145, -6.569, 14.195], [-7.305, -5.834, 13.227], [-8.783, -6.691, 13.808], [-7.682, -7.452, 12.689], [-6.708, -9.540, 15.279], [-5.393, -10.405, 14.910], [-3.081, -9.148, 23.976], [-4.034, -9.883, 24.896], [-4.858, -10.931, 24.031], [-5.954, -11.401, 24.839], [-6.879, -12.081, 23.997], [-3.428, -10.509, 26.049], [-3.717, -8.530, 23.374], [-2.521, -9.869, 23.433], [-2.434, -8.548, 24.576], [-4.815, -9.198, 25.169], [-4.200, -11.773, 23.638], [-5.254, -10.381, 23.150], [-7.353, -11.397, 23.263], [-7.623, -12.456, 24.672], [-6.429, -12.924, 23.388], [-2.557, -10.995, 25.869], [-4.060, -11.110, 26.568], [-10.303, -4.635, 17.494], [-10.144, -6.022, 18.022], [-11.507, -6.717, 18.208], [-12.131, -6.905, 16.975], [-13.524, -7.267, 17.099], [-9.298, -6.947, 17.188], [-10.761, -3.990, 18.248], [-11.018, -4.499, 16.672], [-9.336, -4.237, 17.181], [-9.736, -5.906, 18.982], [-12.245, -6.126, 18.807], [-11.385, -7.679, 18.699], [-13.616, -8.198, 17.594], [-13.931, -7.375, 16.101], [-14.104, -6.518, 17.658], [-8.542, -6.484, 16.707], [-9.890, -7.295, 16.437], [-16.444, -12.993, 19.422], [-15.589, -11.984, 20.189], [-14.258, -11.852, 19.411], [-13.523, -10.655, 19.726], [-12.412, -10.406, 18.859], [-16.241, -10.672, 20.268], [-16.494, -12.794, 18.354], [-17.444, -13.125, 19.877], [-16.090, -13.992, 19.429], [-15.416, -12.271, 21.247], [-14.614, -11.825, 18.352], [-13.645, -12.778, 19.511], [-11.639, -11.158, 18.953], [-11.953, -9.466, 19.176], [-12.757, -10.275, 17.795], [-16.606, -10.319, 19.444], [-15.437, -10.051, 20.467], [-7.823, -9.278, 20.994], [-7.588, -9.958, 19.635], [-8.844, -10.554, 19.083], [-9.546, -11.410, 19.996], [-8.777, -12.528, 20.448], [-6.998, -9.016, 18.644], [-7.906, -9.928, 21.858], [-8.695, -8.609, 21.076], [-6.985, -8.600, 21.166], [-6.833, -10.706, 19.858], [-8.558, -11.187, 18.259], [-9.517, -9.772, 18.750], [-9.436, -13.123, 21.088], [-7.890, -12.233, 21.041], [-8.418, -13.058, 19.548], [-6.482, -9.484, 17.914], [-7.764, -8.530, 18.151]], "forces_ev_per_angstrom": [[0.447, 0.006, -0.570], [-1.473, -0.689, -1.285], [0.179, 0.236, 0.572], [0.961, 1.413, 0.118], [0.815, -0.108, 0.055], [-0.331, -0.200, 0.443], [0.069, 0.262, 0.255], [-0.171, 0.106, -0.150], [0.123, 0.341, 0.008], [-0.084, -0.331, 0.467], [-0.070, -0.384, 0.026], [-0.228, -0.095, 0.449], [-0.093, -1.278, 0.683], [-0.113, 0.000, -1.214], [0.366, 0.204, 0.903], [-0.260, -0.101, 0.967], [-0.218, 0.138, 0.119], [-0.072, 0.028, -0.249], [-0.006, 0.266, -0.372], [-0.152, 0.044, -0.332], [0.679, 0.110, 0.769], [0.313, 0.504, -0.300], [-0.854, -0.248, -0.583], [0.126, 0.269, -0.558], [0.812, 0.573, 0.368], [1.746, 0.253, -0.710], [-0.024, -0.658, -0.681], [-1.438, -1.023, 2.779], [0.293, 0.491, -0.682], [-0.305, 0.650, 0.510], [-0.780, -0.112, 0.448], [-0.435, -0.032, -0.315], [0.233, 0.043, -0.039], [0.036, -0.435, -0.696], [-0.607, 0.721, 0.189], [0.412, -0.450, -1.047], [-0.066, -0.079, -1.077], [-0.482, -1.211, 0.418], [0.464, 0.486, -1.001], [-0.155, 0.222, 0.311], [-0.572, 0.223, 0.357], [0.548, 0.552, 0.582], [-0.013, -0.240, 0.142], [0.418, 0.192, 0.236], [-0.163, -0.024, -0.081], [-0.086, -0.190, 0.068], [0.224, -0.213, 0.591], [0.149, 0.483, -0.585], [1.280, 0.135, 0.901], [-1.807, 0.588, 0.347], [0.569, 0.524, -0.789], [0.065, 0.338, 0.419], [0.407, -0.056, -0.232], [-0.160, -0.201, 0.026], [-0.399, -0.110, -0.811], [-0.365, -0.084, -0.215], [-0.185, 0.137, 0.056], [-0.089, -0.229, 0.275], [0.268, -0.098, 0.033], [0.725, -1.249, -0.164], [0.723, 0.843, -1.286], [0.187, -0.162, -0.646], [0.178, 1.119, -1.197], [-0.489, 0.246, -0.053], [-0.845, -0.739, -0.022], [-0.020, -0.190, 0.508], [0.253, 0.430, 0.786], [-0.488, -0.564, 0.759], [0.216, -0.622, 0.089], [0.062, 0.090, 0.185], [-0.015, -0.336, 0.656], [0.581, -0.046, 0.346], [0.770, 0.213, -0.601], [-3.043, -1.458, -0.123], [-0.561, 0.815, -0.339], [1.508, -0.631, 0.073], [-0.388, 0.139, 0.090], [0.829, 1.291, 0.720], [0.051, 0.249, 0.264], [0.018, -0.239, -0.356], [0.092, -0.049, 0.152], [0.484, -0.277, -0.053], [0.189, -0.142, 0.192], [0.122, 0.073, -0.127], [-0.032, 0.204, 0.966], [0.635, 0.251, -0.662], [-0.396, 0.372, 0.276], [0.884, -0.354, 0.173], [0.485, 0.503, -0.621], [-0.540, 0.766, -1.032], [0.193, 0.001, -0.316], [0.328, -0.474, 0.309], [0.106, 0.507, -0.090], [-0.806, -0.751, -0.402], [-0.561, -0.060, 0.165], [0.111, 0.105, -0.086], [0.119, -0.275, 0.227], [-0.192, 0.102, 0.497], [-0.517, -0.127, 0.082], [0.027, -0.090, 0.595], [-0.121, -0.766, 0.047], [0.650, 1.244, -0.417], [-0.722, -0.057, -0.787], [-0.089, -0.106, -0.752], [-0.791, -0.693, 0.552], [1.121, 0.027, -0.465], [0.514, -1.303, -0.361], [0.150, -0.425, 0.612], [-0.072, -0.526, -0.025], [0.352, 0.215, 0.103], [0.163, -0.256, 0.892], [-0.197, 0.111, -0.128], [0.371, 0.691, 0.476], [-1.282, 0.425, 0.063], [0.276, 0.237, -0.248], [0.172, -0.029, 0.477], [-0.536, -0.175, -0.165], [-0.149, 0.623, 0.177], [0.111, 0.274, -0.126], [-0.723, 0.406, 0.027], [-0.203, -0.405, -1.323], [0.248, 0.748, -0.564], [0.360, -1.014, 0.293], [0.379, 0.259, 0.694], [-0.190, 0.513, 0.342], [0.093, -0.926, -0.310], [0.268, -0.242, 0.010], [0.078, 0.049, 0.608], [0.193, 0.471, 0.306], [-0.346, -0.550, 0.286], [0.034, 0.325, 0.252], [-0.193, 0.290, 0.199], [0.038, -0.109, -0.139], [-0.591, 0.005, -0.058], [0.343, -0.143, -0.464], [-0.845, -0.449, 1.306], [-1.028, -2.160, -1.202], [0.663, 0.784, 0.281], [0.717, -0.282, -1.505], [0.511, -0.054, -0.533], [0.245, 0.446, 0.573], [0.130, 0.377, -0.780], [0.659, -0.377, -0.851], [0.593, 0.580, 0.268], [-0.230, 0.438, 0.788], [-0.735, 0.693, 0.608], [-0.004, -0.327, 0.293], [0.182, -0.113, 0.411], [-0.599, -0.397, 0.166], [-0.181, 0.670, 0.802], [-0.213, 0.025, -0.222], [0.081, 0.132, -0.305], [-0.628, 1.198, -0.708], [-0.980, -1.372, -1.640], [-0.547, 0.695, 0.540], [-1.025, -0.218, -1.025], [0.954, 0.951, -0.381], [-0.865, 0.157, 0.487], [0.442, 0.064, 0.339], [0.365, -0.607, -0.230], [-0.078, 0.201, 0.118], [0.919, -0.284, 1.477], [0.995, -0.024, 0.102], [0.225, -0.162, 0.262], [-0.115, -1.052, 0.668], [0.055, 0.139, -0.170], [0.258, 0.050, -0.115], [0.279, 0.347, 0.109], [-0.034, -0.053, 0.108], [-0.877, 0.052, 0.759], [0.303, 0.493, -0.398], [-0.044, -0.249, -0.636], [-0.200, -0.810, -0.118], [-0.774, 0.365, -0.404], [1.826, -0.160, 2.600], [-0.368, 0.616, -0.025], [0.278, 0.588, -0.401], [1.007, -1.049, 0.390], [-0.050, -0.203, -0.608], [0.676, 0.235, 0.303], [-0.108, 0.686, 0.117], [-0.046, -0.460, -0.192], [-0.280, -0.079, 0.120], [0.370, -0.367, 0.838], [-0.924, 0.292, -2.302], [-0.886, -0.045, 0.108], [0.071, 1.265, -0.251], [0.499, 0.970, 0.952], [0.108, -1.201, 0.233], [0.051, 0.292, 0.463], [0.275, 0.485, -0.466], [-1.421, -0.019, 0.282], [0.048, -0.436, -0.118], [0.050, -0.304, -0.494], [0.033, -0.126, 0.157], [0.057, -0.344, -0.465], [-0.031, -0.163, -0.854], [-0.295, 0.095, 0.046], [0.138, -0.065, -0.354], [-0.375, 0.052, -0.171], [-0.101, -0.242, 0.490], [0.207, -0.441, -0.185], [0.178, -0.070, 0.220]], "orbital_gap_ev": 9.0, "e_tot_ha": -3383.21558, "de_lowest_kcal_mol": 28.6}